Entry from the OMol25 dataset: 4 unconnected molecules or ions with the total composition C45H101BN5O9 (ωB97M-V/def2-TZVPD).

Geometry as ORCA input:
```
! wB97M-V def2-TZVPD RIJCOSX def2/J DEFGRID3
* xyz 1 1
C 7.2208 4.7077 -0.5455
C 6.8703 3.8689 0.6816
C 7.6821 2.5810 0.7707
C 7.4223 1.5889 -0.3660
C 5.9488 1.4500 -0.7587
C 5.7354 0.2627 -1.6900
C 4.2533 -0.1579 -1.6954
C 3.9627 -1.2833 -0.7012
C 2.6715 -2.0760 -0.9565
C 1.6493 -2.0314 0.1839
C 1.2529 -0.6492 0.6980
C 0.1615 0.0394 -0.1461
C -0.8462 0.7859 0.7425
N -1.1087 2.2657 0.4918
C -2.5753 2.5777 0.6846
C -3.4164 2.1080 -0.4917
C -4.8341 1.5784 -0.0848
O -3.5509 0.7895 -0.6882
C -0.3780 2.9114 -0.6849
C -0.7963 4.3807 -0.9144
C -1.7595 4.7965 -2.0229
C -1.4753 6.2603 -2.4251
C -0.5193 6.3321 -3.6153
C -1.2033 5.9648 -4.9410
C -0.6279 4.7240 -5.6226
C 0.8113 4.8873 -6.0945
C 1.4730 3.5577 -6.4794
C -0.1311 1.9492 -1.8637
N 0.6334 2.7342 -2.8627
B -1.3343 1.2607 -2.6939
O -1.2604 -0.0837 -2.9054
O -2.3791 1.9683 -3.2661
C 0.7771 0.8575 -1.2770
H 8.1332 5.2740 -0.3753
H 6.4244 5.4079 -0.7845
H 7.3978 4.0799 -1.4167
H 7.0763 4.4599 1.5740
H 5.8030 3.6501 0.7017
H 7.5205 2.0771 1.7232
H 8.7376 2.8598 0.7443
H 7.7612 0.6031 -0.0428
H 7.9990 1.8444 -1.2547
H 5.6511 2.3812 -1.2414
H 5.3629 1.3352 0.1569
H 6.3240 -0.5743 -1.3190
H 6.0323 0.5261 -2.7019
H 3.6804 0.7366 -1.4394
H 3.9230 -0.4679 -2.6870
H 3.9719 -0.9112 0.3244
H 4.8027 -1.9736 -0.7684
H 2.2288 -1.8139 -1.9183
H 2.9534 -3.1234 -1.0547
H 0.7676 -2.5867 -0.1287
H 2.0897 -2.5808 1.0144
H 2.1343 -0.0084 0.7521
H 0.8940 -0.7843 1.7194
H -0.3803 -0.7759 -0.6187
H -1.8008 0.2801 0.6920
H -0.5430 0.7148 1.7836
H -0.6609 2.7227 1.2810
H -2.7408 3.6283 0.8842
H -2.9159 1.9718 1.5156
H -3.3927 2.6830 -1.3981
H -5.2865 2.1304 -0.9484
H -5.5319 0.7549 -0.2508
H 0.6351 3.0225 -0.2887
H -1.1717 4.8019 0.0189
H 0.1334 4.9186 -1.0896
H -1.6270 4.1971 -2.9096
H -2.7922 4.7687 -1.6846
H -2.4107 6.7258 -2.7294
H -1.0814 6.8201 -1.5766
H 0.3423 5.6895 -3.4240
H -0.1351 7.3496 -3.6751
H -1.1649 6.7907 -5.6481
H -2.2554 5.7547 -4.7405
H -0.7153 3.8515 -4.9726
H -1.2458 4.5159 -6.4997
H 0.8062 5.5363 -6.9682
H 1.3980 5.3876 -5.3265
H 1.5230 3.4369 -7.5586
H 2.5022 3.5163 -6.1315
H 0.9286 2.7003 -6.0873
H 1.1873 2.0941 -3.4227
H 1.3199 3.3111 -2.3829
H -2.1559 -0.4406 -2.9840
H -2.2517 2.1112 -4.2122
H 1.1052 0.1902 -2.0688
H 1.6688 1.3674 -0.9020
C -11.7829 -1.7594 -1.4213
O -11.9607 -0.4517 -0.9139
C -12.2738 -0.4007 0.4728
C -11.1734 0.3026 1.2331
N -9.9574 -0.5004 1.2402
C -8.7872 0.1778 1.7782
C -8.2445 1.3734 1.0063
O -7.7063 1.0404 -0.2657
C -8.6331 1.0334 -1.3428
H -11.6226 -1.6699 -2.4940
H -10.9171 -2.2600 -0.9728
H -12.6705 -2.3758 -1.2517
H -12.4349 -1.4059 0.8717
H -13.2031 0.1632 0.5885
H -11.4967 0.4686 2.2643
H -11.0264 1.2860 0.7634
H -9.7613 -0.7950 0.2919
H -7.9844 -0.5609 1.8509
H -9.0113 0.5021 2.7990
H -7.4128 1.7880 1.5836
H -8.9845 2.1738 0.8999
H -9.4256 1.7690 -1.1918
H -9.0838 0.0495 -1.4900
H -8.0842 1.2892 -2.2497
C -0.7347 -10.0699 1.8556
O -1.1415 -9.3502 0.7078
C -2.4604 -8.8267 0.7824
C -2.4279 -7.3157 0.7538
N -1.8425 -6.7888 1.9789
C -1.5895 -5.3557 1.9625
C -0.5377 -4.8335 0.9904
O 0.7811 -5.2416 1.2813
C 1.1858 -6.4728 0.7060
H 0.2530 -10.4760 1.6476
H -0.6756 -9.4291 2.7424
H -1.4162 -10.8993 2.0663
H -2.9705 -9.1825 1.6818
H -3.0161 -9.1874 -0.0878
H -3.4490 -6.9356 0.6556
H -1.8680 -7.0163 -0.1444
H -0.9714 -7.2737 2.1547
H -1.2774 -5.0677 2.9698
H -2.5337 -4.8378 1.7618
H -0.5376 -3.7428 1.0751
H -0.7903 -5.0678 -0.0520
H 0.6985 -6.6436 -0.2576
H 0.9784 -7.3211 1.3630
H 2.2632 -6.4224 0.5514
C 3.6911 0.0779 4.0240
O 4.5371 -0.7733 3.2822
C 5.7292 -0.1491 2.8149
C 6.9445 -0.7768 3.4568
N 7.0095 -0.4431 4.8713
C 8.0462 -1.1512 5.6160
C 7.9027 -2.6599 5.7668
O 6.7962 -3.0531 6.5543
C 5.5802 -3.2378 5.8596
H 2.7928 -0.4894 4.2647
H 4.1567 0.4121 4.9568
H 3.4055 0.9623 3.4410
H 5.7094 0.9306 2.9936
H 5.7858 -0.3088 1.7330
H 7.8443 -0.4010 2.9600
H 6.8881 -1.8610 3.2824
H 6.1118 -0.6449 5.2930
H 8.0774 -0.7205 6.6191
H 9.0135 -0.9387 5.1502
H 8.7903 -3.0206 6.2922
H 7.8798 -3.1744 4.7981
H 5.7498 -3.5942 4.8392
H 4.9828 -2.3210 5.8198
H 5.0045 -3.9886 6.4004
*
```

## Properties
* maximum force: 0.069 Eh/bohr
* HOMO-LUMO gap: 7.43 eV

Results of the Mulliken charge analysis, in e, for atoms 1 through 2:
1 C -1.321
2 C -0.440



Entry from the OMol25 dataset: 6 unconnected molecules or ions with the total composition C45H101N5O6 (ωB97M-V/def2-TZVPD).

Geometry as ORCA input:
```
! wB97M-V def2-TZVPD RIJCOSX def2/J DEFGRID3
* xyz 0 1
C -0.1417 1.5103 2.5457
C 0.6938 1.5557 1.2527
C 0.2772 0.6773 0.0894
O 0.8955 0.5938 -0.9292
O -0.8594 -0.0085 0.3110
C -1.0396 -1.2662 -0.3742
C -0.0477 -2.3056 0.1314
C -0.4155 -3.7241 -0.2476
O -1.8543 -3.9199 -0.3448
C -2.0707 -5.2559 -0.2236
O -3.0899 -5.7805 -0.4402
O -0.9380 -5.8742 0.1869
C -0.0925 -4.8157 0.7399
C 1.3289 -5.2823 0.9278
C 1.5763 -6.0708 2.2271
C 2.2828 -5.2318 3.3157
C 1.3097 -4.1791 3.8673
C 1.6853 -3.5202 5.2109
C 2.3259 -4.3825 6.3010
O 1.4055 -5.1850 7.0219
C 1.0158 -6.3763 6.3727
H 0.4290 1.0650 3.3655
H -0.4093 2.5205 2.8711
H -1.0601 0.9363 2.4178
H 0.7814 2.5866 0.8855
H 1.7244 1.2547 1.4821
H -0.9712 -1.1176 -1.4566
H -2.0553 -1.5662 -0.1125
H -0.0096 -2.2247 1.2304
H 0.9561 -2.1001 -0.2552
H -0.0097 -4.0219 -1.2264
H -0.5817 -4.5547 1.6925
H 1.5732 -5.9127 0.0622
H 2.0049 -4.4168 0.8673
H 0.6138 -6.3848 2.6580
H 2.1224 -6.9982 2.0303
H 3.1578 -4.7531 2.8552
H 2.6113 -5.9238 4.0961
H 0.2992 -4.6043 3.9281
H 1.2439 -3.3689 3.1248
H 2.3432 -2.6583 5.0319
H 0.7700 -3.1107 5.6615
H 3.1433 -5.0104 5.9078
H 2.7726 -3.7129 7.0450
H 0.3393 -6.1927 5.5245
H 0.4871 -6.9887 7.1081
H 1.8929 -6.9373 6.0149
C 5.2118 6.6508 -1.7440
C 5.4033 5.3399 -0.9966
N 4.2993 5.0283 -0.1043
C 4.5875 3.9488 0.8233
C 4.8368 2.5481 0.2503
C 2.9832 5.0000 -0.7201
C 2.7642 4.0124 -1.8788
H 5.0114 7.4650 -1.0458
H 6.1161 6.8915 -2.3046
H 4.3897 6.6000 -2.4588
H 6.2998 5.4152 -0.3745
H 5.6053 4.5424 -1.7297
H 3.7627 3.9019 1.5412
H 5.4685 4.2486 1.3995
H 3.9192 2.0803 -0.1059
H 5.2530 1.9012 1.0259
H 5.5508 2.5672 -0.5740
H 2.7549 6.0078 -1.0741
H 2.2518 4.8055 0.0707
H 3.5952 4.0293 -2.5857
H 1.8587 4.2750 -2.4295
H 2.6356 2.9921 -1.5195
C 4.3829 -8.5682 3.2364
C 4.9891 -9.8042 3.8815
N 5.7694 -9.4975 5.0687
C 6.5879 -10.6071 5.5267
C 5.8788 -11.8688 6.0323
C 5.0779 -8.7457 6.1039
C 3.7899 -9.3412 6.6872
H 5.1531 -7.8229 3.0297
H 3.9109 -8.8411 2.2909
H 3.6171 -8.1085 3.8631
H 5.6678 -10.2783 3.1674
H 4.1852 -10.5342 4.0696
H 7.2497 -10.2291 6.3109
H 7.2394 -10.8871 4.6931
H 5.4261 -11.7215 7.0121
H 6.6019 -12.6811 6.1263
H 5.1011 -12.2005 5.3431
H 4.8464 -7.7548 5.7035
H 5.7963 -8.5710 6.9088
H 3.1275 -9.7148 5.9039
H 3.2461 -8.5714 7.2381
H 3.9856 -10.1589 7.3792
C -1.8328 6.3601 1.6349
C -1.4446 7.8281 1.7073
N -0.1335 8.1080 1.1436
C 0.3628 9.4317 1.4758
C -0.3943 10.6462 0.9259
C 0.0836 7.6773 -0.2292
C -0.8587 8.2110 -1.3162
H -1.0560 5.7349 2.0805
H -2.7634 6.1968 2.1807
H -1.9961 6.0292 0.6112
H -1.4031 8.1289 2.7580
H -2.2491 8.4268 1.2504
H 1.4069 9.4836 1.1545
H 0.3806 9.5008 2.5679
H -0.2274 10.7860 -0.1416
H -0.0498 11.5506 1.4310
H -1.4688 10.5648 1.0958
H 0.0440 6.5873 -0.2511
H 1.1154 7.9295 -0.4884
H -1.9041 8.1618 -1.0053
H -0.7571 7.6027 -2.2183
H -0.6364 9.2411 -1.5913
C -3.1983 3.0019 -5.7477
C -2.2676 3.4726 -4.6411
N -2.9067 3.5333 -3.3384
C -2.0992 4.2112 -2.3442
C -0.7676 3.5498 -1.9624
C -3.5300 2.3007 -2.8916
C -2.6141 1.0800 -2.7729
H -4.1034 3.6106 -5.7872
H -2.6906 3.0845 -6.7100
H -3.4905 1.9577 -5.6237
H -1.9222 4.4845 -4.8728
H -1.3687 2.8346 -4.6492
H -2.7099 4.3419 -1.4457
H -1.8954 5.2189 -2.7223
H -0.9106 2.6634 -1.3432
H -0.1572 4.2500 -1.3929
H -0.1924 3.2557 -2.8412
H -4.3528 2.0670 -3.5701
H -3.9987 2.4944 -1.9231
H -1.9563 0.9766 -3.6374
H -3.2159 0.1701 -2.7089
H -1.9955 1.1225 -1.8773
C -10.0558 1.0248 -6.7976
C -8.7417 0.4312 -7.2812
N -7.6968 1.4263 -7.4542
C -6.5401 0.9351 -8.1827
C -5.6973 -0.1752 -7.5433
C -7.4110 2.2460 -6.2893
C -6.9919 1.5383 -4.9943
H -10.3747 1.8368 -7.4527
H -10.8298 0.2562 -6.7989
H -9.9832 1.4118 -5.7808
H -8.9013 -0.0315 -8.2593
H -8.4515 -0.3856 -6.6006
H -5.8960 1.7925 -8.3982
H -6.9018 0.5788 -9.1524
H -5.0921 0.1936 -6.7156
H -5.0138 -0.5892 -8.2872
H -6.3169 -0.9939 -7.1751
H -8.2932 2.8541 -6.0759
H -6.6351 2.9627 -6.5721
H -7.6257 0.6800 -4.7662
H -7.0728 2.2345 -4.1567
H -5.9578 1.1976 -5.0316
*
```

## Properties
* maximum force: 0.038 Eh/bohr
* HOMO-LUMO gap: 8.42 eV

Results of the Mulliken charge analysis, in e, for atoms 1 through 2:
1 C -1.325
2 C 0.598